# 1
{"formula": "C5H7N", "method": "wB97M-V/def2-TZVPD", "relative_energy_kcal_mol": 99.9, "gap_ev": 9.61, "energy_ha": -249.3140, "e_homo_ev": -8.4, "charge": 0, "species": ["H", "C", "H", "N", "C", "H", "H", "C", "C", "H", "C", "H", "H"], "xyz": [[-0.769, -0.573, -1.863], [1.089, 0.562, -0.279], [-0.536, -1.917, 0.866], [-0.580, 0.328, 1.170], [1.103, -0.627, 0.064], [2.006, 1.163, -0.387], [0.225, 0.603, 1.891], [-0.380, 0.973, -0.077], [-1.083, -0.257, -0.789], [-0.753, 2.009, -0.249], [-0.383, -0.918, 0.387], [-2.154, -0.177, -0.553], [2.216, -1.169, -0.180]], "atomic_forces_ev_per_a": [[-0.8, 0.7, 2.0], [1.3, 7.6, -1.8], [-0.5, 0.9, -0.6], [-0.9, 0.3, 4.0], [4.4, -7.8, -0.7], [-0.9, 0.0, -0.6], [-2.3, -1.2, -2.0], [0.5, 1.5, -2.4], [-0.2, 0.3, -0.6], [0.5, -0.7, 0.2], [2.3, -1.9, 1.7], [0.2, -0.2, -0.7], [-3.7, 0.6, 1.3]]}

***

# 2
{"formula": "C21H20N4O2S", "method": "wB97M-V/def2-TZVPD", "relative_energy_kcal_mol": 59.0, "gap_ev": 8.73, "energy_ha": -1579.9297, "e_homo_ev": -8.2, "charge": 0, "species": ["C", "N", "C", "N", "H", "H", "H", "C", "C", "C", "C", "N", "H", "C", "H", "C", "C", "C", "O", "C", "N", "H", "H", "C", "H", "C", "C", "C", "S", "H", "H", "H", "C", "O", "C", "H", "H", "H", "H", "C", "H", "H", "H", "H", "C", "H", "C", "C"], "xyz": [[3.529, -0.530, -0.124], [1.563, 1.719, -2.051], [-0.932, 0.339, 1.045], [1.104, 1.982, -0.817], [7.281, 0.777, -0.617], [-0.555, 1.631, 2.742], [-0.397, 2.438, 1.151], [-4.153, -2.375, -0.795], [-3.101, 1.668, 1.008], [-3.225, -0.426, 0.182], [-6.926, 0.271, -0.504], [2.678, 0.458, -0.651], [6.769, 1.536, -2.144], [3.004, -1.534, 0.673], [-4.056, -3.388, -1.156], [-2.340, 0.541, 0.777], [6.680, 0.648, -1.522], [5.723, -1.474, 0.108], [5.310, 0.536, -1.219], [3.839, -2.506, 1.195], [-4.373, 1.456, 0.603], [-6.222, -2.313, -1.302], [6.781, -1.471, -0.098], [2.499, 0.828, -1.952], [-2.091, -2.209, -0.206], [-0.228, 1.518, 1.709], [-4.490, 0.187, 0.090], [4.900, -0.489, -0.422], [1.565, 1.218, 1.744], [3.057, 0.418, -2.767], [-8.990, 0.068, -1.072], [-7.878, -0.834, -2.100], [5.192, -2.470, 0.912], [-0.331, -0.679, 0.772], [-3.055, -1.733, -0.270], [5.850, -3.224, 1.315], [-2.813, 2.609, 1.434], [-8.267, -1.426, -0.478], [7.039, -0.223, -2.079], [-5.403, -1.754, -0.879], [1.943, -1.545, 0.872], [3.432, -3.287, 1.817], [-5.117, 2.132, 0.651], [-7.189, 0.596, 0.509], [1.767, 1.228, 0.017], [-6.791, 1.174, -1.110], [-8.084, -0.536, -1.075], [-5.609, -0.460, -0.441]], "atomic_forces_ev_per_a": [[0.4, -0.4, 0.1], [0.2, -0.1, -1.2], [0.1, 0.4, 0.2], [-0.3, 0.1, 1.0], [0.0, 0.0, 0.0], [0.0, 0.0, 0.0], [-0.1, 0.0, 0.1], [0.2, -0.1, 0.0], [0.6, -0.2, 0.1], [-0.3, 0.3, 0.0], [0.0, -0.1, -0.1], [-0.5, 0.6, -0.1], [0.1, -0.1, 0.0], [0.1, 0.0, -0.2], [0.0, -0.1, 0.0], [-0.5, -0.1, -0.1], [0.3, 0.0, -0.1], [0.2, 0.2, -0.2], [-0.4, -0.2, 0.2], [0.1, -0.1, 0.1], [-0.4, 0.3, 0.0], [-0.1, 0.0, 0.0], [0.1, 0.0, 0.0], [0.0, 0.0, -0.1], [0.1, 0.0, 0.0], [0.8, -0.2, -0.1], [0.3, -0.8, -0.2], [-0.2, 0.1, 0.1], [-0.2, 0.3, 0.4], [0.2, -0.1, -0.1], [-0.1, 0.0, 0.0], [0.0, -0.1, -0.1], [-0.1, 0.0, 0.0], [-0.3, -0.1, -0.1], [-0.1, -0.1, -0.1], [0.1, -0.1, 0.0], [0.0, 0.2, 0.0], [0.0, -0.1, 0.0], [0.0, 0.0, 0.0], [-0.1, 0.2, 0.0], [-0.1, 0.1, 0.0], [0.0, -0.1, 0.1], [0.1, -0.1, 0.0], [0.0, 0.1, 0.0], [0.1, 0.1, 0.1], [0.0, 0.1, 0.1], [0.1, 0.2, 0.1], [-0.1, 0.1, 0.0]]}

***

# 3
{"formula": "C4H12N2O", "method": "wB97M-V/def2-TZVPD", "multiplicity": 2, "relative_energy_kcal_mol": 73.5, "gap_ev": [7.03, 3.23], "energy_ha": -343.9454, "e_homo_ev": [-12.8, -12.7], "s2": 0.7648, "charge": 1, "species": ["H", "H", "H", "H", "H", "H", "H", "N", "N", "H", "C", "C", "H", "H", "C", "H", "O", "C", "H"], "xyz": [[0.080, 2.049, 0.446], [-1.840, 0.786, -0.580], [0.030, -2.620, -2.980], [0.132, -0.852, -2.486], [0.412, -0.587, -0.111], [-1.186, 2.656, 2.316], [-1.100, 2.829, -0.532], [-1.358, 3.135, 1.442], [0.935, -2.254, -1.158], [2.690, -2.422, 0.868], [0.255, -1.899, -2.194], [1.781, -1.834, 1.069], [1.093, -2.488, 1.589], [2.094, -1.080, 1.780], [-0.953, 2.278, 0.369], [2.021, -0.499, -0.636], [-1.686, 1.072, 0.336], [1.312, -1.188, -0.208], [-2.341, 3.332, 1.432]], "atomic_forces_ev_per_a": [[1.1, -0.1, 0.4], [-0.1, 0.4, 0.5], [-0.3, -0.2, 0.2], [-0.2, 0.1, 0.6], [-0.7, -0.3, 0.4], [0.1, 0.2, 0.2], [-0.2, 0.3, -0.9], [0.8, -0.8, 0.3], [-2.7, 4.3, -3.3], [-0.3, 0.2, -0.1], [2.2, -3.0, 0.5], [1.2, 0.1, 0.6], [-0.5, 0.0, -0.3], [0.0, 0.3, 0.1], [-0.9, 1.2, 0.3], [0.9, -0.4, -0.5], [-0.3, -1.4, -0.5], [0.4, -1.1, 1.7], [-0.5, 0.2, -0.3]]}

***

# 4
{"formula": "C15H21F5IO2P2PrS", "method": "wB97M-V/def2-TZVPD", "multiplicity": 3, "gap_ev": [5.47, 5.56], "energy_ha": -3128.8638, "e_homo_ev": [-13.9, -13.9], "s2": 2.0159, "charge": 2, "species": ["F", "S", "H", "F", "H", "C", "C", "C", "H", "F", "H", "C", "P", "Pr", "H", "P", "C", "C", "H", "C", "C", "H", "H", "H", "O", "H", "C", "F", "C", "H", "H", "H", "O", "F", "I", "H", "C", "C", "H", "H", "H", "H", "H", "C", "H", "C", "H", "C"], "xyz": [[1.187, 0.454, 7.131], [-0.021, -2.065, 1.923], [-2.763, -1.691, 1.705], [2.179, -2.795, 3.806], [-2.992, 1.228, 1.839], [0.351, -1.304, 3.396], [1.423, -1.739, 4.242], [0.000, -0.030, -7.867], [2.487, -2.542, 0.127], [-1.504, 0.218, 3.213], [4.063, -1.759, 0.491], [0.924, -0.103, 5.939], [-2.532, -0.100, -0.081], [-0.005, -0.301, -0.184], [0.882, -0.670, -7.933], [2.526, -0.150, -0.084], [1.711, -1.167, 5.463], [0.017, 1.662, 1.060], [-2.983, 2.194, 0.348], [3.289, 1.159, 0.774], [-0.401, -0.238, 3.954], [-2.753, 0.875, -2.256], [3.013, 1.170, 1.840], [-4.086, -0.223, -1.764], [0.029, 2.680, 1.756], [0.003, 0.712, -8.688], [0.006, 0.673, -6.547], [2.729, -1.625, 6.219], [-3.019, -1.643, 0.633], [2.764, 0.826, -2.258], [-4.096, -1.682, 0.500], [2.501, -0.934, -2.353], [0.018, 1.885, -6.340], [-0.918, 1.370, 5.628], [-0.007, -0.738, -4.841], [2.736, -1.747, 1.697], [-3.265, 1.222, 0.775], [-3.005, -0.083, -1.777], [4.080, -0.294, -1.769], [3.025, 2.138, 0.347], [4.357, 0.979, 0.666], [-2.535, -2.496, 0.132], [-4.336, 1.062, 0.667], [-0.153, 0.364, 5.167], [-2.519, -0.891, -2.349], [3.001, -0.136, -1.781], [-0.891, -0.660, -7.930], [2.987, -1.698, 0.627]], "atomic_forces_ev_per_a": [[-0.2, -0.5, -1.1], [-0.4, -0.3, -1.8], [-0.2, 0.1, -0.5], [-0.6, 1.1, 0.5], [-0.1, -0.2, -0.3], [1.0, 1.5, 3.0], [-0.3, -0.8, -1.6], [0.0, 0.2, -0.2], [0.3, 0.2, 0.2], [1.3, -0.4, 0.8], [0.3, -0.4, 0.0], [0.0, 0.1, 0.3], [-0.6, 1.3, 1.4], [-0.2, -5.9, -2.8], [-0.1, 0.0, 0.0], [0.8, 1.3, 1.3], [0.3, 0.3, 1.0], [0.1, 11.2, 7.6], [-0.2, -0.3, 0.0], [1.3, 1.0, 0.6], [-0.9, -0.4, -1.6], [-0.2, -0.2, 0.1], [0.1, -0.2, -0.3], [-0.1, -0.1, -0.5], [-0.1, -8.6, -5.9], [0.0, -0.3, 0.6], [0.1, 5.1, 0.0], [-0.9, 0.4, -0.8], [-0.2, -0.7, 0.5], [0.2, -0.3, 0.1], [-0.3, -0.4, 0.0], [0.3, 0.1, 0.1], [0.0, -4.9, -0.4], [0.5, -0.8, -0.5], [0.0, -0.1, 0.3], [0.2, 0.1, -0.5], [-1.4, 1.0, 0.6], [-0.1, 0.1, -1.0], [0.1, -0.1, -0.5], [0.2, -0.3, 0.0], [0.4, 0.5, 0.4], [-0.3, 0.2, 0.1], [-0.4, 0.6, 0.3], [0.3, 0.3, 0.9], [-0.3, 0.2, 0.1], [0.1, 0.1, -1.0], [0.1, 0.0, 0.0], [0.3, -0.8, 0.4]]}